A | C6H12N2S | ωB97M-V/def2-TZVPD

Output
**HOMO energy**: -8.46 eV
**SMILES**: Cc1c[nH]cn1.CSC

Geometry as ORCA input:
```
! wB97M-V def2-TZVPD RIJCOSX def2/J DEFGRID3
* xyz 0 1
C -2.67735 2.74894 -0.83610
C -1.37024 2.02912 -0.78406
C -1.10900 0.69890 -1.04500
N 0.24323 0.54486 -0.85607
C 0.74708 1.75783 -0.49511
N -0.20326 2.67732 -0.44234
H -3.48578 2.05777 -1.12822
H -2.63304 3.56950 -1.57184
H -2.91884 3.17516 0.15214
H -1.75319 -0.12900 -1.34115
H 0.77548 -0.32183 -0.96607
H 1.80494 1.91420 -0.28397
C 0.23359 -2.94342 0.77241
S 1.84172 -2.67694 0.00780
C 2.58290 -1.67930 1.31054
H -0.37300 -3.55874 0.08681
H -0.29253 -1.99006 0.94825
H 0.32718 -3.47611 1.73370
H 2.01632 -0.74771 1.47712
H 2.63603 -2.23376 2.26257
H 3.60779 -1.41675 0.99865
*
```

These are the Löwdin partial charges, in e, on atoms 1 to 6: -0.0594, -0.3752, -0.0782, 0.0313, -0.2046, 0.0828



B | C6H12N2S | ωB97M-V/def2-TZVPD

Output
**HOMO energy**: -8.67 eV
**SMILES**: Cc1c[nH]cn1.CCS

Geometry as ORCA input:
```
! wB97M-V def2-TZVPD RIJCOSX def2/J DEFGRID3
* xyz 0 1
C 0.17660 -3.60003 1.17668
C -0.30154 -2.55642 0.21844
C -0.29316 -1.19613 0.25943
N -0.54526 -0.75171 -1.00507
C -0.80043 -1.86065 -1.74396
N -0.73940 -2.94628 -1.03043
H 1.14187 -3.50256 1.65570
H 0.18147 -4.48923 0.55170
H -0.58497 -3.75620 1.94242
H 0.11062 -0.61852 1.07254
H -0.74473 0.18486 -1.30789
H -1.27037 -1.87619 -2.71517
C 1.11489 2.90462 -0.47450
C 0.28744 2.73594 0.80044
S -1.23938 3.73414 0.86463
H 2.15854 2.82255 -0.20238
H 1.04447 3.91141 -0.88816
H 0.88779 2.24270 -1.30841
H 0.04407 1.69475 0.98767
H 0.91960 3.17646 1.56798
H -1.54811 3.74647 -0.42168
*
```

These are the Löwdin partial charges, in e, on atoms 1 to 6: -0.0445, -0.3518, -0.0892, 0.0513, -0.2125, 0.0862



Stability, lowest: B



A | C56H54AsHfN4O2S3Se | ωB97M-V/def2-TZVPD

Output
**HOMO energy**: -9.30 eV

Geometry as ORCA input:
```
! wB97M-V def2-TZVPD RIJCOSX def2/J DEFGRID3
* xyz 1 1
Hf -1.70590 1.99213 -0.93275
C 0.28771 3.44167 -3.09958
N -0.33089 3.40121 -1.78898
C -0.34297 4.47662 -1.05402
C -1.02404 4.52099 0.17213
C -1.38054 5.64107 0.94710
C -2.30547 5.19357 1.87320
C -2.47602 3.83154 1.64365
N -1.68230 3.39233 0.65323
C 1.56548 2.63827 -3.09535
C 2.55076 2.91771 -2.15386
C 3.71992 2.17768 -2.11929
C 3.91312 1.15438 -3.03532
C 2.94139 0.88081 -3.98423
C 1.77031 1.61834 -4.01261
H 0.50015 4.48299 -3.38195
H -0.41815 3.01659 -3.82648
H 0.11715 5.39555 -1.42148
H -1.03293 6.64527 0.79925
H -2.82743 5.76583 2.61189
H -3.17059 3.18413 2.15701
H 2.40178 3.72422 -1.44796
H 4.48142 2.40511 -1.38234
H 4.82797 0.57882 -3.01896
H 3.09137 0.08387 -4.69835
H 1.01350 1.41324 -4.75744
S 1.89201 -1.07990 -1.29612
C 2.30569 -0.91361 0.30639
N 2.83334 -1.93940 0.98888
C 3.72095 -1.66664 2.09991
C 3.18952 -0.52090 2.95089
N 2.78444 0.60348 2.13139
C 2.97760 1.95050 2.64092
C 4.18884 2.58172 1.98655
C 4.12851 3.86986 1.47374
C 5.25155 4.44195 0.89763
C 6.43555 3.72966 0.80969
C 6.49639 2.43762 1.30410
C 5.38074 1.87188 1.89416
C 2.15216 0.39486 0.96792
S 1.20340 1.58820 0.28137
C 2.71939 -3.29829 0.47994
C 3.53107 -3.61512 -0.75697
C 4.91802 -3.60853 -0.70762
C 5.65754 -3.90939 -1.83880
C 5.01391 -4.22042 -3.02405
C 3.62978 -4.24564 -3.07436
C 2.88985 -3.95070 -1.94409
H 4.70924 -1.40475 1.70024
H 3.82283 -2.55952 2.72042
H 3.96569 -0.19782 3.64734
H 2.32341 -0.86025 3.53789
H 3.11661 1.89278 3.72297
H 2.08404 2.54755 2.43370
H 3.20889 4.43423 1.54184
H 5.20357 5.45126 0.51848
H 7.30723 4.17947 0.35809
H 7.41437 1.87187 1.24890
H 5.45576 0.87451 2.30263
H 1.66015 -3.46263 0.25359
H 3.01644 -3.97113 1.28895
H 5.42333 -3.37837 0.22076
H 6.73587 -3.90197 -1.79173
H 5.59021 -4.44441 -3.90825
H 3.12607 -4.49180 -3.99752
H 1.80805 -3.96462 -1.98210
O -0.83779 -0.40515 -0.60912
H 0.12211 -0.34274 -0.88591
H -1.08942 -1.31220 -0.85177
Se -3.85248 2.73167 -1.76471
C -1.57867 -5.70323 -2.22469
C -1.80856 -4.24336 -2.44978
C -0.97090 -3.48273 -3.25969
C -1.23022 -2.14051 -3.49496
C -2.34468 -1.54985 -2.92132
C -3.16815 -2.28831 -2.07847
C -2.89938 -3.62239 -1.84307
S -2.79975 0.20053 -3.06000
C -2.85357 0.37663 -4.85702
O -1.49622 0.90341 -2.69775
H -0.73373 -6.07639 -2.79667
H -2.46574 -6.26602 -2.51050
H -1.40508 -5.89420 -1.16699
H -0.11187 -3.94400 -3.72712
H -0.56879 -1.55756 -4.11732
H -4.02531 -1.80666 -1.62615
H -3.53797 -4.19677 -1.19018
H -1.84833 0.30401 -5.25406
H -3.27203 1.36174 -5.04031
H -3.50054 -0.38458 -5.27515
C -2.17297 -4.16465 2.03802
C -3.45461 -3.78292 1.67636
C -3.72773 -2.45836 1.36939
C -2.72296 -1.50062 1.43071
C -1.44264 -1.89436 1.81547
C -1.16472 -3.21564 2.11218
As -3.01604 0.43210 1.02916
C -2.95371 0.86526 2.94096
C -1.82015 1.12718 3.69181
C -1.94448 1.45610 5.03308
C -3.20041 1.52496 5.61276
C -4.33850 1.26388 4.86882
C -4.23260 0.93637 3.52193
C -5.34307 0.73746 2.58813
C -6.69670 0.85149 2.88128
C -7.63284 0.72576 1.86792
C -7.23865 0.48787 0.56049
C -5.89128 0.37393 0.25143
C -4.94909 0.48567 1.26014
H -1.96091 -5.19532 2.28030
H -4.24806 -4.51738 1.64570
H -4.73101 -2.15814 1.08843
H -0.65839 -1.14596 1.88166
H -0.16738 -3.50597 2.41732
H -0.84425 1.12828 3.21594
H -1.06671 1.68301 5.62029
H -3.29472 1.80305 6.65151
H -5.30942 1.33072 5.33302
H -7.02451 1.05556 3.89067
H -8.68131 0.84338 2.09645
H -7.97713 0.41850 -0.22377
H -5.57285 0.25793 -0.77902
*
```

These are the Löwdin partial charges, in e, on atoms 1 to 6: 0.8989, -0.1541, -0.1596, -0.1044, -0.3466, -0.0094



B | C56H54AsHfN4O2S3Se | ωB97M-V/def2-TZVPD

Output
**HOMO energy**: -9.30 eV

Geometry as ORCA input:
```
! wB97M-V def2-TZVPD RIJCOSX def2/J DEFGRID3
* xyz 1 1
Hf 0.88785 -0.53164 0.09854
C 0.87075 0.97716 -2.86408
N 0.95722 -0.24834 -2.05163
C 1.43720 -1.33535 -2.59341
C 1.64899 -2.50871 -1.84245
C 2.38903 -3.63746 -2.18496
C 2.55680 -4.37029 -1.01305
C 1.90817 -3.66170 -0.00712
N 1.31521 -2.54808 -0.48383
C -0.53837 1.38736 -3.25007
C -1.37069 0.50070 -3.92499
C -2.65705 0.87230 -4.28590
C -3.12248 2.14604 -3.98062
C -2.29619 3.04157 -3.31908
C -1.01057 2.66022 -2.95218
H 1.45816 0.83274 -3.77282
H 1.33009 1.77490 -2.28834
H 1.75469 -1.32954 -3.63531
H 2.78429 -3.85987 -3.16704
H 3.10060 -5.29470 -0.88119
H 1.87723 -3.91861 1.03757
H -1.00898 -0.49165 -4.17708
H -3.29289 0.16831 -4.81036
H -4.12467 2.44245 -4.26640
H -2.65477 4.03630 -3.08054
H -0.35837 3.36311 -2.44274
S -3.85600 0.86289 -0.28497
C -4.40069 -0.68996 -0.39385
N -5.65179 -1.04890 -0.02879
C -6.28590 -2.21415 -0.64753
C -5.33424 -3.36013 -0.76827
N -4.05915 -2.93892 -1.33725
C -3.34875 -3.88920 -2.20217
C -3.43014 -3.48194 -3.65962
C -2.27535 -3.46966 -4.43115
C -2.32787 -3.10663 -5.77151
C -3.53442 -2.73750 -6.34755
C -4.69246 -2.73661 -5.57837
C -4.63872 -3.11123 -4.24326
C -3.49153 -1.77410 -0.98752
S -1.86847 -1.52848 -1.25761
C -6.53990 -0.18615 0.77366
C -7.16732 1.01279 0.08338
C -8.04052 0.81939 -0.98060
C -8.63664 1.90398 -1.61332
C -8.36950 3.19162 -1.17473
C -7.51543 3.38981 -0.09592
C -6.92097 2.30489 0.52916
H -6.65258 -1.93175 -1.64018
H -7.13596 -2.52008 -0.04446
H -5.77206 -4.12439 -1.40372
H -5.15353 -3.80375 0.21606
H -3.78440 -4.87534 -2.03837
H -2.30686 -3.92245 -1.90409
H -1.32852 -3.75377 -3.98210
H -1.42264 -3.11229 -6.36748
H -3.57396 -2.45215 -7.39126
H -5.64115 -2.45547 -6.01951
H -5.55632 -3.12505 -3.66315
H -5.97390 0.14486 1.64579
H -7.34409 -0.83915 1.10939
H -8.26755 -0.18781 -1.31761
H -9.31402 1.74038 -2.44280
H -8.82867 4.03982 -1.66816
H -7.30896 4.39447 0.25368
H -6.24756 2.45962 1.36364
O -1.29748 0.05578 1.26110
H -1.88648 0.30054 0.52522
H -1.57489 0.61509 1.99439
Se 3.16065 -0.09991 0.79629
C -3.72294 3.73066 4.78982
C -2.53254 3.36438 3.94406
C -2.41985 3.79474 2.62147
C -1.30843 3.47925 1.85802
C -0.28863 2.72648 2.42315
C -0.39031 2.26442 3.73115
C -1.51032 2.58366 4.48323
S 1.14458 2.17390 1.51540
C 1.75596 3.73858 0.91040
O 0.52406 1.54852 0.24102
H -4.41263 4.38391 4.25728
H -3.39911 4.24124 5.69851
H -4.26182 2.83189 5.10067
H -3.21161 4.39185 2.18307
H -1.24375 3.80315 0.82358
H 0.40818 1.66126 4.15326
H -1.59806 2.22065 5.50121
H 1.05534 4.12707 0.17017
H 2.72588 3.52736 0.45789
H 1.87016 4.41936 1.75452
C -3.26639 -0.96628 5.53338
C -1.97022 -0.81922 6.00146
C -0.88953 -1.05122 5.15646
C -1.10211 -1.44119 3.84158
C -2.40697 -1.60581 3.37869
C -3.48439 -1.36588 4.21793
As 0.38580 -1.81917 2.61279
C 0.10035 -3.74140 2.72902
C -0.78241 -4.49583 1.97669
C -0.84784 -5.86840 2.17950
C -0.02570 -6.46654 3.12849
C 0.86050 -5.70388 3.87687
C 0.93481 -4.32932 3.67838
C 1.88710 -3.40110 4.33003
C 2.87690 -3.75065 5.24027
C 3.75919 -2.78531 5.70646
C 3.66899 -1.47046 5.26709
C 2.68498 -1.11272 4.35391
C 1.79509 -2.07384 3.90746
H -4.10724 -0.78803 6.19344
H -1.79513 -0.53394 7.03178
H 0.12238 -0.94063 5.52872
H -2.57756 -1.92510 2.35736
H -4.49560 -1.50407 3.85356
H -1.38459 -4.02597 1.20564
H -1.52197 -6.47502 1.58710
H -0.06445 -7.53921 3.27476
H 1.50192 -6.18508 4.60722
H 2.97558 -4.77543 5.57726
H 4.54264 -3.06789 6.39923
H 4.37867 -0.73048 5.61573
H 2.64635 -0.10512 3.95765
*
```

These are the Löwdin partial charges, in e, on atoms 1 to 6: 0.9084, -0.1446, -0.1444, -0.1044, -0.3566, -0.0194



Stability, lowest: A



A | CH3Br2PS | ωB97M-V/def2-TZVPD

Output
**HOMO energy (alpha / beta)**: -8.91 / -9.10 eV

Geometry as ORCA input:
```
! wB97M-V def2-TZVPD RIJCOSX def2/J DEFGRID3
* xyz 0 1
C -1.73802 -0.03713 -0.25278
P 1.29580 0.16118 0.33418
S 1.79061 0.09681 2.21171
Br 1.96992 -1.73945 -0.79790
Br 2.10534 1.70442 -0.93648
H -1.35761 0.24513 -1.18811
H -1.90138 -1.05926 0.25334
H -2.16466 0.62831 0.37605
*
```

These are the Löwdin partial charges, in e, on atoms 1 to 6: 0.0718, -0.4784, 0.0909, 0.1204, 0.2357, -0.0322



B | CH3Br2PS | ωB97M-V/def2-TZVPD

Output
**HOMO energy (alpha / beta)**: -7.97 / -9.05 eV

Geometry as ORCA input:
```
! wB97M-V def2-TZVPD RIJCOSX def2/J DEFGRID3
* xyz 0 1
C 3.57616 0.98849 -0.02564
P -1.47101 0.67397 0.60381
S -0.79272 -0.40400 -0.91751
Br 1.86371 0.63647 0.16478
Br 4.81651 -0.33114 -0.08009
H 4.07131 1.88857 -0.42174
H -2.55651 1.44451 0.19438
H -2.39137 -0.22133 1.28714
*
```

These are the Löwdin partial charges, in e, on atoms 1 to 6: -1.2848, 0.2273, 0.0176, 0.6674, 0.6530, -0.0088



Stability, lowest: B



A | C5H16O2S | ωB97M-V/def2-TZVPD

Output
**HOMO energy**: -8.47 eV

Geometry as ORCA input:
```
! wB97M-V def2-TZVPD RIJCOSX def2/J DEFGRID3
* xyz 0 1
C 1.21457 -1.80359 1.93910
C 0.26354 -1.10656 0.88901
C 0.38791 0.47197 0.97036
C 1.87730 0.99847 0.54681
S 2.67906 -0.09620 -0.58115
C -0.15255 1.41644 -2.56269
H 1.16392 -1.34395 2.94122
H 2.30066 -1.57096 1.59945
H 1.07059 -2.84642 2.02926
H 0.45929 -1.39481 -0.10089
H -0.88506 -1.37250 0.97703
H -0.33247 0.93128 0.22355
H 0.13151 0.88414 1.99125
H 2.34456 1.21498 1.49630
H 1.67980 2.03529 0.21415
H -0.68201 1.07992 -3.40959
H 0.86751 0.90955 -2.40378
H -0.09472 2.50210 -2.63519
H -0.71036 1.15138 -1.67500
H -2.52849 -1.95153 -1.45577
O -2.45556 -1.00777 -1.50378
H -2.57839 -0.34146 -0.50897
H -3.49740 0.77811 0.56592
O -2.52320 0.46212 0.45341
*
```

These are the Löwdin partial charges, in e, on atoms 1 to 6: -0.1063, -0.2732, -0.1920, -0.5729, 0.8854, -0.0334



B | C5H16O2S | ωB97M-V/def2-TZVPD

Output
**HOMO energy**: -8.53 eV
**SMILES**: CCCCSC.O.O

Geometry as ORCA input:
```
! wB97M-V def2-TZVPD RIJCOSX def2/J DEFGRID3
* xyz 0 1
C 0.17191 -1.34286 2.15666
C -0.58140 -1.20930 0.82844
C 0.05213 -2.05122 -0.28298
C 1.34989 -1.49957 -0.85535
S 1.43003 0.06470 -1.74166
C 2.17263 1.18512 -0.52935
H 0.51237 -2.38069 2.28156
H 1.06307 -0.72612 2.19694
H -0.42897 -1.15305 3.03200
H -0.58110 -0.16824 0.50735
H -1.59091 -1.58370 0.97554
H -0.68906 -2.15247 -1.07144
H 0.23652 -3.04244 0.14911
H 2.14880 -1.55940 -0.12134
H 1.73875 -2.22520 -1.58446
H 1.45549 1.89807 -0.12334
H 2.95121 1.72915 -1.04500
H 2.61625 0.69265 0.32995
O -0.02782 1.98987 2.13703
H -0.56746 1.19111 2.12034
H -0.24140 2.39974 1.29000
O -4.90443 1.83844 -0.54877
H -5.79893 2.22157 -0.50206
H -4.34294 2.43479 -0.04601
*
```

These are the Löwdin partial charges, in e, on atoms 1 to 6: -0.1151, -0.2659, -0.2697, -0.5382, 0.8133, -0.4107



Stability, lowest: A